[1]
67
Properties=species:S:1:pos:R:3:forces:R:3:nbo_charge:R:1 method="wB97M-V/def2-TZVPD" homo_energy_ev="-6.47 / -6.05" energy_ha=-3443.51909 homo_lumo_gap_ev="6.667 / 6.176" spin_multiplicity=2
Re -0.011 0.453 0.388 -0.63 0.25 0.08 1.166
C 0.501 -2.204 -2.175 0.01 -0.43 0.19 -0.220
N 0.178 -0.774 -2.034 -0.08 0.30 0.15 -0.468
C 1.130 0.090 -2.737 0.26 0.08 -0.16 -0.218
C 2.530 0.172 -2.117 -0.36 0.16 0.22 -0.409
C 2.621 0.985 -0.815 0.40 0.19 -0.48 -0.238
N 1.984 0.283 0.289 1.07 -0.78 0.31 -0.483
C 2.734 -0.603 0.890 0.09 0.51 -0.39 0.083
C 2.321 -1.547 1.875 -0.81 -0.25 0.37 -0.238
C 3.297 -2.381 2.448 -0.03 0.07 -0.02 -0.147
C 2.980 -3.338 3.377 0.18 -0.08 0.06 -0.274
C 1.654 -3.481 3.791 0.00 0.01 -0.04 -0.183
C 0.668 -2.706 3.238 -0.11 0.17 -0.12 -0.292
C 0.951 -1.740 2.248 1.03 -0.42 0.06 0.451
O -0.046 -1.120 1.690 -0.51 1.09 -0.39 -0.748
C -1.187 -0.486 -2.487 -0.19 -0.08 -0.10 -0.221
C -2.313 -1.229 -1.753 0.21 0.26 0.10 -0.413
C -2.578 -0.831 -0.272 -0.23 -0.53 -0.13 -0.239
N -2.007 0.466 0.051 -0.60 0.45 -0.17 -0.500
C -2.770 1.500 -0.186 -0.16 -0.30 0.03 0.105
C -2.357 2.865 -0.195 0.82 0.26 0.00 -0.244
C -3.333 3.873 -0.236 -0.01 0.05 0.01 -0.144
C -3.000 5.203 -0.256 -0.17 0.03 0.01 -0.269
C -1.654 5.575 -0.274 0.01 -0.13 -0.02 -0.175
C -0.670 4.620 -0.287 0.08 -0.16 0.06 -0.297
C -0.977 3.244 -0.243 -1.18 0.43 -0.19 0.453
O -0.004 2.387 -0.310 0.87 -1.20 0.52 -0.746
H -0.247 -2.691 -2.817 0.11 0.16 -0.04 0.185
H -0.187 -2.407 -0.178 -0.06 -0.07 0.10 0.245
H 1.463 -2.317 -2.684 -0.10 0.06 -0.02 0.198
H 0.715 1.100 -2.755 -0.04 -0.01 -0.05 0.215
H 1.238 -0.252 -3.781 -0.09 0.08 0.03 0.176
H 3.182 0.654 -2.850 0.00 -0.06 -0.03 0.220
H 2.921 -0.830 -1.932 0.13 -0.10 -0.04 0.201
H 2.128 1.952 -0.948 0.09 -0.12 0.09 0.233
H 3.683 1.157 -0.595 -0.12 0.00 0.03 0.191
H 3.787 -0.656 0.607 -0.01 0.08 0.00 0.173
H 4.324 -2.251 2.134 0.09 -0.01 -0.02 0.204
H 3.748 -3.979 3.784 0.08 0.00 0.06 0.213
H 1.402 -4.208 4.549 -0.03 -0.09 0.04 0.212
H -0.364 -2.815 3.537 -0.10 -0.01 0.02 0.218
H -1.279 -0.730 -3.562 0.01 0.07 0.11 0.180
H -1.350 0.590 -2.377 0.02 -0.06 -0.11 0.213
H -2.131 -2.303 -1.788 -0.11 -0.08 -0.08 0.211
H -3.216 -1.029 -2.334 0.01 -0.07 0.00 0.216
H -2.140 -1.576 0.397 -0.03 0.18 0.01 0.221
H -3.664 -0.831 -0.110 0.16 0.02 0.05 0.194
H -3.823 1.325 -0.418 0.05 -0.09 0.02 0.173
H -4.373 3.576 -0.246 -0.14 -0.03 0.04 0.204
H -3.769 5.960 -0.256 -0.10 0.05 -0.03 0.212
H -1.386 6.619 -0.288 0.05 0.16 0.00 0.211
H 0.374 4.894 -0.315 0.10 0.01 -0.01 0.217
C -0.310 -5.740 -2.372 0.18 0.32 0.49 -1.073
Ge 0.207 -4.850 -0.662 0.08 -0.11 0.01 1.574
C 1.855 -5.687 0.058 -0.46 0.16 -0.24 -1.073
C -1.274 -5.126 0.630 0.40 0.09 -0.35 -1.074
C 0.554 -2.886 -0.813 -0.08 -0.56 -0.17 -0.870
H -0.492 -6.792 -2.166 0.00 -0.09 0.03 0.231
H 0.475 -5.670 -3.121 0.10 0.03 -0.07 0.227
H -1.222 -5.318 -2.786 -0.10 0.09 -0.02 0.224
H 1.792 -6.772 0.024 -0.03 -0.12 0.02 0.226
H 2.000 -5.375 1.088 0.01 0.07 0.15 0.238
H 2.726 -5.379 -0.514 0.09 0.06 -0.11 0.225
H -1.362 -6.177 0.891 0.01 -0.14 0.01 0.228
H -2.227 -4.797 0.223 -0.11 0.06 -0.11 0.223
H -1.078 -4.562 1.535 0.06 0.10 0.16 0.234
H 1.522 -2.697 -0.345 -0.04 0.01 0.05 0.233


[2]
65
Properties=species:S:1:pos:R:3:forces:R:3:nbo_charge:R:1 method="wB97M-V/def2-TZVPD" homo_energy_ev=-10.63 energy_ha=-1307.76814 charge=+1 homo_lumo_gap_ev=8.305 relative_energy_kcal_mol=583.8
C -0.745 -6.442 5.083 2.10 0.67 3.67 -0.652
C -0.540 -4.812 5.179 0.09 -3.68 1.20 -0.054
H -1.412 -4.355 4.783 -0.99 0.39 0.08 0.186
O 0.490 -4.320 4.415 1.27 0.50 -1.12 -0.597
C 1.904 -4.542 4.951 -0.95 -6.68 -17.02 0.021
C 2.713 -3.810 4.104 3.65 2.54 -1.85 -0.442
C 2.602 -4.162 2.637 11.39 -0.54 0.55 -0.198
N 1.597 -3.825 1.970 -14.60 -0.29 -0.58 -0.584
C 1.359 -3.097 0.927 -3.65 0.39 -1.43 0.710
O 2.154 -2.512 0.246 3.62 1.39 -1.74 -0.662
C -0.159 -2.974 0.403 2.30 2.41 15.98 -0.263
H -0.679 -3.674 1.050 -0.57 -0.55 -0.83 0.243
C -0.384 -2.812 -0.818 -1.87 -8.13 -16.11 -0.523
H 0.275 -3.698 -1.476 -1.09 2.19 1.43 0.218
H -1.313 -3.297 -1.138 -0.57 -0.18 0.50 0.285
C -0.382 -1.677 -1.639 1.97 7.72 -3.27 -0.198
N 0.636 -0.716 -0.845 1.77 -7.27 -5.85 -0.441
C 0.090 -0.358 0.377 2.21 1.58 1.49 -0.244
H 1.086 0.034 0.831 -2.16 -0.53 0.83 0.226
C -0.737 -1.512 0.962 11.49 -2.22 3.25 -0.374
H -1.614 -1.321 0.816 -10.16 1.30 -2.30 0.192
H -0.639 -1.536 2.043 0.20 0.25 0.24 0.234
H -0.468 0.472 0.032 -1.37 1.39 0.99 0.234
C 1.228 0.155 -1.790 7.61 2.74 1.60 -0.316
C 0.657 1.327 -2.277 -10.82 6.12 -2.07 -0.062
C 0.163 2.507 -1.439 3.00 -1.02 1.86 -0.269
C -0.826 3.518 -1.588 1.88 -5.84 -6.82 0.328
C -1.406 3.243 -3.075 -2.81 7.13 7.63 -0.150
C -1.350 2.093 -3.680 1.29 0.31 1.07 -0.329
C -0.417 1.230 -3.367 8.27 -6.56 1.02 -0.148
H -0.078 0.337 -4.111 -1.50 1.96 1.46 0.188
H -1.674 2.103 -4.599 -2.58 -0.54 -4.77 0.231
H -2.201 4.025 -3.296 1.27 -1.09 -0.50 0.225
O -0.917 4.486 -0.737 -0.64 0.89 0.82 -0.470
C -1.829 5.492 -1.075 -1.39 3.55 -1.50 -0.125
C -1.420 6.241 -2.556 -0.66 0.67 6.65 0.024
C 0.050 6.557 -2.698 -16.90 1.89 -6.49 -0.195
C -0.017 7.158 -3.878 16.56 -1.47 2.79 -0.070
C -0.764 7.806 -4.602 -9.44 -0.49 -0.95 -0.269
C -2.126 7.496 -4.286 -1.95 3.69 -0.41 -0.149
C -2.619 6.966 -3.130 4.60 -4.99 0.52 -0.272
H -3.649 6.559 -2.884 1.35 1.16 -0.43 0.241
H -2.897 8.076 -4.727 -0.47 0.49 -1.58 0.204
H -0.564 8.460 -5.293 1.30 3.08 -3.94 0.231
H 1.368 7.283 -4.063 -3.59 0.33 -0.52 0.121
H 0.630 6.188 -2.138 8.68 -4.91 7.19 0.184
H -2.917 5.200 -1.206 1.28 -0.56 0.29 0.180
H -1.878 6.286 -0.204 0.60 -1.63 -1.78 0.224
H 0.843 2.607 -0.541 -0.89 0.17 -0.54 0.195
H 2.142 0.577 -1.129 -1.31 -0.59 -1.07 0.211
H 1.888 -0.164 -2.668 -1.38 -1.41 1.28 0.281
H 1.569 -1.504 -0.685 -2.45 1.29 0.70 0.511
H 0.150 -1.589 -2.837 -2.01 -1.19 3.75 0.272
H -1.333 -0.971 -1.690 1.52 -1.83 0.03 0.230
H 0.562 -4.056 2.525 3.54 0.38 -1.70 0.420
H 3.336 -3.546 1.848 0.21 -0.90 2.89 0.220
H 3.084 -5.119 2.426 -0.85 -0.84 0.16 0.207
H 3.749 -4.021 4.430 -0.18 0.60 -0.37 0.246
H 2.498 -2.775 4.071 0.08 1.47 0.86 0.215
H 1.641 -4.476 5.747 -3.01 2.04 17.76 0.151
H 2.097 -5.632 4.622 -0.16 1.07 1.31 0.167
H -0.405 -4.655 6.259 -0.10 0.65 -0.19 0.164
H -0.741 -6.686 4.065 -0.72 -0.80 -1.37 0.203
H 0.134 -7.114 5.601 -1.68 2.05 -1.31 0.204
H -1.597 -6.724 5.766 0.37 0.28 -1.45 0.230


[3]
65
Properties=species:S:1:pos:R:3:forces:R:3:nbo_charge:R:1 method="wB97M-V/def2-TZVPD" homo_energy_ev=-8.02 energy_ha=-1288.44562 homo_lumo_gap_ev=8.619 relative_energy_kcal_mol=0.0
C -5.085 -0.838 2.762 0.00 0.02 -0.01 -0.628
C -4.571 -0.870 1.355 0.00 0.00 -0.07 -0.027
C -5.399 -0.494 0.300 0.05 -0.01 -0.04 -0.203
C -4.938 -0.513 -1.004 -0.13 0.04 0.00 -0.206
C -3.640 -0.901 -1.280 0.19 -0.10 0.11 -0.200
C -2.798 -1.274 -0.234 -0.55 0.21 -0.26 -0.112
C -1.425 -1.650 -0.489 0.82 -0.40 0.62 0.468
N -0.570 -2.109 0.383 -0.87 0.18 0.08 -0.461
C 0.595 -2.291 -0.304 0.01 0.14 -1.01 0.050
C 1.855 -2.792 0.315 -0.05 0.13 -0.13 -0.233
N 2.811 -1.701 0.427 0.09 -0.05 0.02 -0.444
C 4.182 -2.145 0.579 0.27 0.08 -0.16 -0.215
C 5.113 -0.944 0.454 0.03 -0.17 0.15 -0.413
C 4.786 0.098 1.519 -0.08 0.12 -0.24 -0.394
C 3.304 0.473 1.460 0.22 -0.14 0.06 -0.310
C 2.985 1.316 0.223 -0.11 -0.14 0.53 0.701
O 3.770 1.543 -0.674 0.36 0.05 -0.29 -0.639
N 1.741 1.840 0.253 -0.56 0.14 0.04 -0.629
C 1.208 2.692 -0.789 0.10 0.24 -0.41 -0.064
C 0.621 3.974 -0.192 0.08 -0.14 0.15 -0.391
C -0.657 3.705 0.600 -0.04 0.18 -0.43 -0.405
C -1.705 2.997 -0.260 -0.05 -0.25 0.39 -0.205
C -2.971 2.708 0.543 0.16 0.14 -0.25 -0.605
C -1.121 1.702 -0.821 0.01 0.35 -0.35 -0.402
C 0.150 1.962 -1.623 0.08 -0.08 0.19 -0.395
C 2.450 -0.799 1.501 -0.11 0.23 0.07 -0.218
C 0.399 -1.908 -1.603 0.72 -0.42 0.79 0.278
C 1.316 -1.848 -2.767 -0.20 0.01 0.06 -0.673
O -0.890 -1.509 -1.723 -0.40 0.16 -0.06 -0.406
C -3.273 -1.260 1.076 0.06 0.00 -0.19 -0.139
H -5.997 -1.428 2.847 -0.05 -0.03 0.07 0.220
H -4.347 -1.233 3.454 0.01 -0.02 0.10 0.217
H -5.323 0.185 3.052 -0.02 0.04 0.09 0.220
H -6.414 -0.185 0.507 -0.11 0.03 0.02 0.209
H -5.594 -0.223 -1.811 -0.05 0.02 -0.06 0.214
H -3.274 -0.921 -2.295 0.02 0.02 -0.09 0.223
H 2.287 -3.557 -0.335 0.05 -0.01 0.11 0.209
H 1.621 -3.248 1.291 0.03 -0.05 -0.09 0.189
H 4.341 -2.645 1.554 -0.02 -0.04 -0.04 0.154
H 4.402 -2.866 -0.212 -0.02 -0.03 0.06 0.199
H 4.978 -0.492 -0.527 0.07 -0.06 -0.02 0.235
H 6.150 -1.269 0.553 0.03 -0.01 -0.02 0.206
H 5.394 0.989 1.359 0.02 -0.01 0.08 0.226
H 5.012 -0.302 2.511 -0.01 0.02 0.03 0.198
H 3.051 1.083 2.336 -0.02 -0.06 -0.07 0.220
H 1.118 1.595 1.004 0.16 -0.08 0.07 0.391
H 2.066 2.937 -1.426 -0.17 -0.03 0.13 0.239
H 0.398 4.662 -1.009 0.00 0.06 -0.04 0.203
H 1.366 4.447 0.451 0.05 0.05 -0.07 0.212
H -1.060 4.653 0.965 -0.01 -0.03 0.12 0.211
H -0.436 3.089 1.475 -0.04 -0.05 0.15 0.183
H -1.964 3.654 -1.099 0.04 0.03 -0.04 0.190
H -2.748 2.048 1.379 0.02 -0.10 0.13 0.201
H -3.716 2.218 -0.080 -0.13 -0.09 -0.03 0.214
H -3.397 3.629 0.935 -0.10 0.08 0.09 0.205
H -1.861 1.217 -1.460 -0.01 -0.09 0.07 0.217
H -0.909 1.018 0.004 -0.03 -0.12 0.11 0.188
H -0.089 2.576 -2.494 -0.01 0.02 -0.08 0.201
H 0.566 1.019 -1.979 0.06 -0.01 -0.09 0.212
H 2.588 -1.284 2.488 -0.05 0.02 -0.07 0.168
H 1.388 -0.561 1.398 0.02 -0.01 0.09 0.210
H 2.209 -1.288 -2.498 0.06 0.07 -0.03 0.250
H 0.818 -1.366 -3.604 0.05 0.02 -0.10 0.234
H 1.621 -2.851 -3.065 0.02 -0.04 -0.10 0.227
H -2.600 -1.559 1.866 0.06 -0.02 0.13 0.223